C22H37Cl5NO2PPd | ωB97M-V with the def2-TZVPD basis set

The geometry in XYZ format:
```
69
Properties=species:S:1:pos:R:3:lowdin_charge:R:1
Pd 0.239 0.053 -1.565 0.779
C 1.913 3.006 -0.320 -0.118
O 2.110 1.872 -1.143 -0.257
C 3.213 1.099 -0.709 -0.214
C 3.533 0.101 -1.790 -0.177
O 2.580 -0.948 -1.861 -0.272
C 2.785 -1.974 -0.898 -0.108
H 2.763 3.689 -0.411 0.096
H 1.801 2.710 0.728 0.077
H 1.012 3.511 -0.653 0.047
H 2.953 0.594 0.227 0.105
H 4.081 1.746 -0.540 0.132
H 4.535 -0.312 -1.637 0.128
H 3.501 0.608 -2.755 0.135
H 3.819 -2.328 -0.945 0.091
H 2.112 -2.789 -1.158 0.078
H 2.543 -1.625 0.107 0.053
C -3.021 -2.219 1.863 -0.082
C -1.651 -2.074 1.190 -0.586
C -0.676 -3.061 1.851 -0.101
C -1.775 -2.508 -0.289 -0.101
P -0.823 -0.358 1.285 0.862
N 0.474 -0.272 0.397 -0.335
C -2.149 0.928 0.817 -0.599
C -1.450 2.231 0.405 -0.098
C -3.184 1.239 1.906 -0.078
C -2.886 0.442 -0.436 -0.087
C -0.254 -0.047 3.067 -0.593
C 1.097 -0.757 3.278 -0.098
C -1.224 -0.464 4.174 -0.080
C 0.045 1.455 3.205 -0.096
H -3.337 -3.266 1.789 0.092
H -3.788 -1.621 1.376 0.060
H -3.005 -1.960 2.919 0.061
H -1.012 -4.081 1.640 0.086
H -0.646 -2.951 2.934 0.056
H 0.335 -2.941 1.455 0.076
H -1.543 -3.573 -0.381 0.085
H -1.074 -1.989 -0.935 -0.001
H -2.776 -2.357 -0.686 0.074
H -0.951 2.735 1.228 0.064
H -2.198 2.915 -0.011 0.095
H -0.705 2.050 -0.367 0.029
H -2.748 1.761 2.756 0.063
H -3.683 0.347 2.277 0.061
H -3.956 1.894 1.487 0.091
H -2.198 0.232 -1.265 0.063
H -3.550 1.240 -0.781 0.094
H -3.491 -0.442 -0.264 0.058
H 0.996 -1.829 3.430 0.060
H 1.569 -0.339 4.173 0.084
H 1.753 -0.589 2.424 0.055
H -1.324 -1.546 4.244 0.062
H -2.217 -0.033 4.057 0.063
H -0.826 -0.117 5.132 0.091
H 0.696 1.794 2.398 0.058
H 0.568 1.619 4.153 0.087
H -0.852 2.072 3.221 0.060
Cl 0.285 3.310 -3.325 0.697
C 0.690 1.828 -4.147 -0.688
C 0.370 0.631 -3.541 -0.297
C 0.644 -0.514 -4.266 -0.685
Cl 0.182 -2.003 -3.459 0.721
C 1.256 -0.531 -5.508 -0.710
Cl 1.593 -2.012 -6.315 0.687
C 1.593 0.696 -6.080 -0.705
Cl 2.352 0.745 -7.624 0.679
C 1.297 1.881 -5.403 -0.705
Cl 1.685 3.396 -6.125 0.676
```

The calculation puts the HOMO energy at -0.2799 Eh. Its HOMO-LUMO gap is 0.2390 hartree.

C22H37N14P2Ru | ωB97M-V with the def2-TZVPD basis set

The geometry in XYZ format:
```
76
Properties=species:S:1:pos:R:3:mulliken_spin:R:1
Ru 0.636 0.107 -0.098 3.803
C 1.989 -4.876 2.231 0.001
N 1.258 -3.613 2.173 0.018
C -0.107 -3.701 2.665 0.009
C 1.489 -2.738 1.130 0.034
N 0.573 -2.174 0.424 0.072
N 2.837 -2.479 0.945 0.000
C 3.415 -1.525 0.118 0.014
N 4.730 -1.292 0.416 0.004
N 2.754 -0.999 -0.848 0.055
H 2.177 -5.151 3.267 0.000
H 2.940 -4.803 1.712 0.000
H 1.412 -5.677 1.756 0.000
H -0.086 -4.160 3.652 0.001
H -0.745 -4.318 2.018 -0.002
H -0.536 -2.705 2.762 -0.004
H -0.349 -2.488 0.697 0.001
H 3.401 -2.749 1.735 0.001
H 4.941 -1.277 1.405 0.003
H 5.093 -0.458 -0.023 -0.001
H 3.302 -0.256 -1.275 -0.007
C 1.731 -0.117 -3.832 0.014
P 0.437 -0.742 -2.713 0.128
C 0.585 -2.553 -2.902 0.002
C -1.111 -0.372 -3.602 0.060
C -1.303 -0.736 -4.933 -0.006
C -2.473 -0.398 -5.593 0.004
C -3.462 0.310 -4.924 0.001
C -3.285 0.663 -3.596 -0.008
C -2.113 0.323 -2.924 0.091
P -1.854 0.699 -1.153 0.055
C -2.685 2.291 -0.873 0.034
C -2.997 -0.515 -0.399 0.023
H 1.543 -0.450 -4.853 0.004
H 2.699 -0.504 -3.513 -0.003
H 1.737 0.971 -3.801 0.003
H 0.606 -2.845 -3.954 0.004
H -0.259 -3.042 -2.415 0.003
H 1.503 -2.875 -2.411 -0.003
H -0.532 -1.276 -5.468 0.002
H -2.609 -0.676 -6.630 0.000
H -4.373 0.588 -5.439 -0.001
H -4.064 1.214 -3.082 0.002
H -3.770 2.183 -0.903 0.008
H -2.351 3.007 -1.624 -0.003
H -2.389 2.653 0.112 -0.002
H -3.993 -0.448 -0.842 0.003
H -3.044 -0.334 0.674 -0.004
H -2.612 -1.523 -0.566 -0.004
N 2.542 3.400 0.037 0.012
C 1.632 3.238 -0.985 0.025
N 1.305 4.211 -1.814 0.005
N 0.413 3.641 -2.655 0.019
N 0.233 2.405 -2.357 -0.001
N 0.995 2.104 -1.266 0.073
C 2.857 2.414 0.942 0.032
N 3.781 2.538 1.880 0.004
N 3.738 1.356 2.532 0.018
N 2.860 0.575 2.005 -0.008
N 2.284 1.221 0.960 0.072
H 2.950 4.308 0.165 0.000
C -0.556 2.257 4.559 0.009
C -1.678 1.924 3.564 0.014
C -2.287 3.224 3.023 0.008
C -2.762 1.095 4.263 0.007
C -1.108 1.139 2.455 0.073
C -0.630 0.449 1.570 0.229
H -0.952 2.853 5.384 0.000
H 0.240 2.820 4.071 0.000
H -0.118 1.344 4.964 -0.001
H -2.618 3.854 3.850 0.001
H -3.151 3.014 2.388 0.000
H -1.556 3.782 2.437 -0.001
H -3.210 1.674 5.075 0.001
H -2.338 0.182 4.683 -0.003
H -3.551 0.816 3.562 0.000
```

Its expectation value of S² is 8.765. The relative energy (zero: lowest compared OMol25 entry of this formula, charge and spin) is 0.00 kcal/mol. The calculation puts the HOMO energy (alpha / beta) at -0.2555 / -0.2802 Eh. Its spin multiplicity is 6. Its HOMO-LUMO gap (alpha / beta) is 0.2629 / 0.2513 hartree.

C22H37NO4P2PdS | ωB97M-V with the def2-TZVPD basis set

The geometry in XYZ format:
```
68
Properties=species:S:1:pos:R:3:mulliken_spin:R:1
Pd 0.051 -0.071 -1.812 0.887
P -3.932 -1.977 1.070 0.050
P 2.504 1.559 -2.139 -0.015
N -0.769 -0.986 -3.206 0.841
H -3.079 -1.210 1.928 0.110
C -5.630 -1.673 1.558 0.087
H -6.140 -2.626 1.752 -0.020
H -6.150 -1.116 0.768 -0.004
H -5.626 -1.071 2.476 0.005
C -3.499 -3.717 1.206 0.045
H -4.403 -4.295 1.435 -0.010
H -2.763 -3.858 2.007 0.000
H -3.070 -4.058 0.254 0.007
C -3.694 -1.501 -0.647 0.007
H -4.582 -1.804 -1.223 0.003
H -2.800 -1.987 -1.061 0.004
H -3.547 -0.417 -0.723 0.008
C 2.704 3.332 -2.352 0.000
H 3.665 3.537 -2.841 0.000
H 2.674 3.807 -1.363 -0.001
H 1.887 3.712 -2.982 -0.001
C 4.067 0.852 -1.595 0.000
H 4.882 1.213 -2.235 -0.001
H 4.009 -0.243 -1.656 -0.001
H 4.252 1.152 -0.556 0.001
C 2.067 0.825 -3.725 0.051
H 2.982 0.480 -4.220 0.004
H 1.592 1.594 -4.347 -0.002
H 1.363 -0.030 -3.595 -0.030
C -1.641 -0.782 -4.168 -0.181
C -3.242 0.593 -5.407 -0.093
C -2.460 0.399 -4.283 0.244
C -1.776 -1.799 -5.185 0.194
C -2.550 -1.574 -6.302 -0.107
C -3.281 -0.374 -6.425 0.224
H -3.831 1.509 -5.493 -0.004
H -2.405 1.133 -3.473 0.015
H -1.203 -2.717 -5.030 0.001
H -2.592 -2.330 -7.087 -0.005
H -3.891 -0.202 -7.315 0.017
C -1.385 -0.098 1.658 0.604
O -1.188 0.037 0.430 0.226
C -2.161 0.931 2.432 -0.158
H -1.489 1.767 2.676 0.052
H -2.564 0.522 3.369 0.019
H -2.970 1.321 1.804 0.023
C -0.649 -1.141 2.455 -0.174
H 0.369 -0.777 2.665 0.060
H -0.560 -2.058 1.858 0.024
H -1.137 -1.354 3.417 0.025
C 5.407 -0.243 5.671 0.000
C 4.433 0.353 4.696 -0.009
C 3.927 1.638 4.911 0.025
C 3.047 2.220 3.993 0.020
C 2.676 1.496 2.873 0.179
C 3.131 0.201 2.647 -0.045
C 4.014 -0.370 3.572 0.023
S 1.589 2.333 1.645 0.388
O 0.424 2.831 2.379 0.241
O 2.433 3.331 0.981 0.209
O 1.436 1.279 -1.053 -0.046
H 6.226 0.452 5.886 0.000
H 4.922 -0.480 6.625 0.000
H 5.833 -1.165 5.270 0.000
H 4.231 2.194 5.797 0.003
H 2.662 3.227 4.150 0.002
H 2.807 -0.346 1.763 -0.023
H 4.392 -1.381 3.421 0.001
```

Its expectation value of S² is 6.059. The calculation puts the HOMO energy (alpha / beta) at -0.1226 / -0.2392 Eh. Its spin multiplicity is 5. Its HOMO-LUMO gap (alpha / beta) is 0.1419 / 0.1892 hartree.

C22H38AlCl14F5NO5 | ωB97M-V with the def2-TZVPD basis set

The geometry in XYZ format:
```
86
Properties=species:S:1:pos:R:3:lowdin_charge:R:1
O 2.766 0.155 -0.543 0.073
C 2.880 1.135 -1.231 -0.533
O 3.015 2.369 -0.647 0.050
C 2.940 1.099 -2.737 -0.137
C 1.646 0.599 -3.379 -0.296
C 0.419 1.508 -3.107 -0.226
Al -0.496 1.207 -1.335 0.412
C -0.454 -0.811 -0.975 -0.141
O -0.697 -1.640 -2.190 -0.051
C -1.902 -2.178 -2.265 -0.744
F -1.972 -2.921 -3.399 0.127
F -2.901 -1.274 -2.343 0.143
F -2.197 -3.019 -1.249 0.134
N -2.410 1.703 -1.319 0.122
C -2.799 1.983 -0.038 -0.542
O -3.712 2.685 0.337 0.095
F -2.064 1.349 0.887 0.080
C -2.691 2.796 -2.133 -0.538
O -1.919 3.581 -2.601 0.151
F -3.998 2.916 -2.415 0.123
H 2.308 2.921 -1.004 0.091
H 3.736 0.397 -2.981 0.094
H 3.258 2.060 -3.129 0.114
H 1.487 -0.430 -3.052 0.007
H 1.817 0.614 -4.455 0.102
H 0.773 2.543 -3.111 0.046
H -0.273 1.381 -3.938 0.052
H 0.313 1.894 -0.134 -0.012
H -1.157 -1.072 -0.186 0.064
H 0.528 -1.108 -0.625 0.050
Cl 2.205 -5.336 -4.613 0.524
C 2.350 -4.994 -2.868 -0.655
C 1.813 -3.633 -2.513 -0.618
Cl 2.827 -2.331 -3.186 0.665
H 3.399 -5.085 -2.596 0.061
H 1.789 -5.765 -2.342 0.071
H 1.810 -3.508 -1.431 0.084
H 0.800 -3.487 -2.877 0.058
Cl -8.474 3.858 1.974 0.530
C -6.863 3.666 1.219 -0.640
C -5.757 3.667 2.237 -0.666
Cl -5.548 5.267 3.007 0.521
H -6.739 4.462 0.491 0.072
H -6.870 2.714 0.690 0.073
H -4.814 3.423 1.749 0.027
H -5.937 2.938 3.023 0.064
Cl -4.102 1.106 5.605 0.520
C -2.800 2.205 5.073 -0.652
C -2.048 1.662 3.890 -0.672
Cl -1.059 0.230 4.255 0.529
H -2.150 2.392 5.924 0.067
H -3.276 3.143 4.790 0.063
H -1.363 2.420 3.513 0.082
H -2.730 1.391 3.090 0.047
Cl 6.022 -1.322 -5.410 0.534
C 6.022 -3.103 -5.391 -0.672
C 5.594 -3.688 -6.714 -0.668
Cl 3.876 -3.379 -7.040 0.531
H 5.366 -3.428 -4.586 0.039
H 7.039 -3.419 -5.162 0.069
H 5.727 -4.769 -6.696 0.070
H 6.176 -3.282 -7.538 0.063
Cl -10.951 -0.356 0.534 0.530
C -10.355 -0.621 2.193 -0.668
C -9.009 0.016 2.427 -0.672
Cl -7.712 -0.788 1.507 0.540
H -10.322 -1.693 2.370 0.064
H -11.088 -0.182 2.868 0.070
H -8.746 -0.062 3.481 0.074
H -9.012 1.067 2.151 0.017
Cl 3.590 2.822 3.961 0.528
C 3.799 1.048 3.973 -0.684
C 3.339 0.408 2.686 -0.704
Cl 1.577 0.513 2.491 0.563
H 3.253 0.655 4.828 0.068
H 4.858 0.860 4.122 -0.005
H 3.593 -0.650 2.680 -0.015
H 3.800 0.871 1.817 0.060
Cl 7.766 0.699 4.607 0.561
C 7.938 -1.074 4.608 -0.660
C 7.456 -1.694 3.321 -0.637
Cl 5.690 -1.554 3.126 0.659
H 7.392 -1.464 5.463 0.068
H 8.996 -1.292 4.745 0.070
H 7.695 -2.756 3.315 0.071
H 7.924 -1.231 2.456 0.071
```

The calculation puts the HOMO energy at -0.2199 Eh. Its HOMO-LUMO gap is 0.2879 hartree. Its total charge is -1.

> Number 3 is which compound?

C22H37NO4P2PdS

> Number 1 is which compound?

C22H37Cl5NO2PPd